No. 1
Entry from the OMol25 dataset: a 9-piece molecular cluster, C50H49F7N2 overall (ωB97M-V with the def2-TZVPD basis set).

## Properties
2S+1 = 2
Kohn-Sham gap (alpha / beta) = 6.27 / 2.03 eV
net charge = +1
relative energy (zero: lowest compared OMol25 entry of this formula, charge and spin) = 47.5 kcal/mol
DFT total energy = -2742.76515 Ha

CARTESIAN COORDINATES (ANGSTROEM)
C  -0.14  2.14  0.49
C  -0.94  0.81  0.36
C  -0.19  -0.45  0.90
C  1.19  -0.59  0.45
N  2.31  -0.68  0.08
H  -0.48  2.92  -0.19
H  0.93  2.05  0.31
H  -0.38  2.51  1.49
H  -1.30  0.66  -0.66
H  -1.81  1.02  0.97
H  -0.60  -1.41  0.58
H  -0.39  -0.32  1.96
C  -4.55  0.32  -0.28
C  -5.73  0.99  0.49
C  -6.80  -0.09  0.67
C  -7.76  0.20  1.70
N  -8.55  0.38  2.48
H  -3.99  -0.35  0.38
H  -3.84  1.07  -0.63
H  -4.77  -0.35  -1.11
H  -6.13  1.80  -0.13
H  -5.44  1.43  1.44
H  -6.41  -1.08  0.90
H  -7.28  -0.20  -0.30
F  -2.07  0.19  -2.76
C  -1.13  0.63  -3.56
C  -0.36  -0.26  -4.29
C  0.56  0.20  -5.22
C  0.69  1.57  -5.49
C  -0.10  2.42  -4.71
C  -1.02  1.97  -3.79
H  -0.43  -1.32  -4.07
H  1.18  -0.58  -5.65
H  1.29  1.90  -6.32
H  -0.16  3.44  -5.05
H  -1.76  2.60  -3.31
F  6.99  1.48  3.61
C  6.21  0.39  3.94
C  6.70  -0.66  4.75
C  5.86  -1.73  5.06
C  4.60  -1.73  4.38
C  4.19  -0.80  3.43
C  5.02  0.25  3.25
H  7.64  -0.51  5.26
H  6.07  -2.56  5.71
H  3.93  -2.53  4.67
H  3.30  -0.94  2.84
H  4.88  1.01  2.50
F  -2.88  -2.31  -1.13
C  -2.98  -3.62  -0.95
C  -3.97  -4.24  -0.20
C  -4.09  -5.60  -0.10
C  -3.36  -6.42  -0.94
C  -2.46  -5.75  -1.77
C  -2.15  -4.39  -1.75
H  -4.67  -3.67  0.40
H  -4.86  -6.03  0.53
H  -3.55  -7.47  -1.07
H  -1.96  -6.42  -2.44
H  -1.44  -3.92  -2.42
F  4.93  7.12  -2.96
C  4.24  6.00  -2.99
C  3.90  5.50  -4.28
C  3.16  4.33  -4.29
C  2.71  3.72  -3.15
C  3.08  4.20  -1.90
C  3.83  5.38  -1.86
H  4.31  6.00  -5.14
H  2.87  3.81  -5.20
H  2.06  2.86  -3.16
H  2.83  3.67  -0.99
H  4.14  5.70  -0.88
F  7.79  -4.33  1.72
C  6.53  -4.56  1.19
C  5.64  -3.48  1.19
C  4.42  -3.68  0.55
C  4.09  -4.95  0.03
C  4.98  -5.97  0.00
C  6.16  -5.76  0.69
H  5.96  -2.62  1.76
H  3.66  -2.92  0.57
H  3.19  -5.18  -0.53
H  4.68  -6.87  -0.52
H  6.81  -6.62  0.78
F  -0.62  6.57  -2.40
C  -1.66  5.80  -1.99
C  -1.89  5.56  -0.65
C  -2.89  4.67  -0.18
C  -3.83  4.27  -1.14
C  -3.76  4.73  -2.52
C  -2.54  5.36  -2.88
H  -1.04  5.86  -0.06
H  -2.75  4.23  0.79
H  -4.49  3.46  -0.86
H  -4.59  4.52  -3.19
H  -2.45  5.78  -3.87
F  -0.54  0.56  4.95
C  -1.32  -0.55  4.73
C  -0.78  -1.85  5.01
C  -1.54  -2.95  4.72
C  -2.78  -2.74  4.15
C  -3.25  -1.50  3.72
C  -2.48  -0.39  4.08
H  0.22  -1.92  5.41
H  -1.06  -3.89  4.92
H  -3.41  -3.54  3.79
H  -4.25  -1.31  3.37
H  -2.97  0.54  3.80

=====

No. 2
Entry from the OMol25 dataset: one molecule with the formula C4H9F (ωB97M-V with the def2-TZVPD basis set).

## Properties
structure (SMILES) = CC(C)(C)F
Kohn-Sham gap = 11.85 eV
net charge = 0
relative energy (zero: lowest compared OMol25 entry of this formula, charge and spin) = 21.6 kcal/mol
DFT total energy = -257.64119 Ha

CARTESIAN COORDINATES (ANGSTROEM)
C  1.38  0.21  -0.20
C  0.06  -0.53  0.21
C  -0.58  -0.94  -1.07
C  -0.67  0.46  1.09
F  0.43  -1.65  0.96
H  1.93  -0.29  -1.04
H  2.04  0.11  0.76
H  1.16  1.27  -0.49
H  0.13  -1.61  -1.56
H  -0.84  -0.22  -1.79
H  -1.42  -1.64  -0.84
H  -0.42  0.33  2.23
H  -0.40  1.33  0.73
H  -1.71  0.22  0.94

=====

No. 3
Entry from the OMol25 dataset: a 2-piece molecular cluster, C2HCl3S overall (ωB97M-V with the def2-TZVPD basis set).

## Properties
structure (SMILES) = ClC#CCl.SCl
Kohn-Sham gap = 9.37 eV
net charge = 0
relative energy (zero: lowest compared OMol25 entry of this formula, charge and spin) = 46.2 kcal/mol
DFT total energy = -1855.46156 Ha

CARTESIAN COORDINATES (ANGSTROEM)
Cl  -0.87  2.80  2.02
C  -1.13  1.26  1.44
C  -1.23  0.16  0.96
Cl  -1.32  -1.35  0.38
S  1.83  -0.97  -2.29
Cl  1.80  -0.09  -0.46
H  0.92  -1.80  -2.06

=====

Question: What is the formula in the third record?
Answer: C2HCl3S